1.
{
  "formula": "C26H32N4O2S",
  "method": "ωB97M-V/def2-TZVPD",
  "gap_ev": 8.6,
  "homo_ev": -8.393,
  "lumo_energy_ev": 0.20,
  "relative_energy_ev": 1.058,
  "smiles": "CCn1c(=O)cc(SCC(=O)NCCN2CCN(Cc3ccccc3)CC2)c2ccccc21",
  "total_charge": 0,
  "species": ["C", "H", "H", "H", "C", "N", "C", "C", "C", "C", "C", "C", "C", "C", "C", "O", "H", "S", "C", "H", "H", "C", "O", "N", "H", "C", "H", "C", "N", "C", "C", "N", "C", "C", "H", "H", "H", "H", "C", "C", "C", "C", "C", "C", "C", "H", "H", "H", "H", "H", "H", "H", "H", "H", "H", "H", "H", "H", "H", "H", "H", "H", "H", "H", "H"],
  "positions_angstrom": [[2.32598, 1.67724, 6.25058], [2.91301, 2.04672, 7.08700], [1.79198, 2.51308, 5.80572], [1.59829, 0.95815, 6.62050], [3.24863, 1.04951, 5.21040], [2.50609, 0.53428, 4.07114], [1.88700, -0.68967, 4.11467], [1.93890, -1.50606, 5.25418], [1.31945, -2.73461, 5.27685], [0.62125, -3.19979, 4.16783], [0.55435, -2.41727, 3.04077], [1.17427, -1.16516, 2.99047], [1.11122, -0.32983, 1.82101], [1.70734, 0.88123, 1.82439], [2.43593, 1.38017, 2.96712], [2.97379, 2.47401, 2.98724], [1.67541, 1.56075, 0.98875], [0.22931, -0.97044, 0.43006], [0.56149, 0.23205, -0.87901], [0.19286, -0.25262, -1.78713], [1.63856, 0.36397, -0.98739], [-0.12782, 1.59109, -0.76919], [0.25178, 2.51123, -1.46047], [-1.12609, 1.67164, 0.13008], [-1.44188, 0.80909, 0.55333], [-2.08344, 2.75016, 0.08650], [-2.28603, 3.10924, 1.09880], [-3.38465, 2.26147, -0.58094], [-3.04171, 1.45180, -1.72757], [-2.74509, 2.18968, -2.93656], [-2.00225, 1.26834, -3.89774], [-2.78145, 0.07531, -4.17880], [-3.17195, -0.59980, -2.95640], [-3.93232, 0.36129, -2.04693], [-4.21798, -0.16117, -1.13065], [-4.84773, 0.70675, -2.55851], [-3.81327, -1.44452, -3.22190], [-2.30152, -0.97972, -2.39336], [-2.12115, -0.81506, -5.13053], [-0.81187, -1.37365, -4.62846], [0.37799, -0.68326, -4.83385], [1.56198, -1.13130, -4.27401], [1.57379, -2.27798, -3.49771], [0.39926, -2.98457, -3.30185], [-0.78292, -2.53588, -3.86482], [-1.69381, -3.09831, -3.71500], [0.40281, -3.88545, -2.70572], [2.49509, -2.62367, -3.05245], [2.47590, -0.58025, -4.44060], [0.37821, 0.21065, -5.44079], [-2.81926, -1.62842, -5.34881], [-1.95857, -0.24179, -6.04736], [-1.82812, 1.79111, -4.84154], [-1.02601, 1.03047, -3.44646], [-2.09755, 3.03376, -2.69876], [-3.66753, 2.56576, -3.41357], [-3.92977, 1.63315, 0.12914], [-4.02019, 3.12578, -0.82963], [-1.62298, 3.55252, -0.49216], [0.01863, -2.75966, 2.16833], [0.13812, -4.16384, 4.19344], [1.37798, -3.34018, 6.16888], [2.46612, -1.18174, 6.13521], [3.85746, 0.25223, 5.64085], [3.91281, 1.82110, 4.81209]],
  "forces_ev_per_a": [[0.1, -0.1, -0.2], [0.0, 0.0, 0.1], [0.0, 0.1, 0.0], [-0.1, 0.0, 0.1], [0.2, 0.3, 0.3], [0.2, 0.3, -0.1], [-0.4, -0.5, -0.2], [0.1, 0.1, 0.1], [0.0, 0.0, -0.1], [-0.1, -0.1, 0.0], [0.1, 0.1, 0.1], [0.1, -0.1, 0.4], [0.1, 0.5, -0.5], [-0.2, -0.3, -0.2], [0.1, -0.1, 0.1], [0.0, 0.2, -0.1], [0.0, 0.0, -0.1], [0.1, -0.1, -0.1], [0.0, -0.1, 0.3], [0.0, 0.0, 0.0], [-0.1, 0.1, -0.1], [0.1, -0.5, 0.4], [0.1, 0.3, -0.4], [-0.2, 0.1, 0.4], [0.2, 0.0, -0.1], [-0.1, 0.1, -0.1], [0.0, 0.1, -0.1], [0.3, 0.0, 0.0], [-0.4, 0.1, -0.1], [0.2, 0.0, -0.2], [-0.1, 0.3, 0.1], [-0.1, 0.0, 0.0], [-0.3, 0.1, 0.1], [0.1, -0.3, -0.1], [0.0, 0.0, 0.0], [0.0, 0.0, 0.0], [0.0, -0.1, 0.0], [-0.1, 0.0, 0.0], [-0.1, 0.0, 0.0], [0.0, 0.0, 0.0], [0.0, -0.1, 0.0], [0.1, 0.0, 0.0], [0.1, 0.0, 0.0], [0.0, -0.1, 0.1], [0.0, 0.0, -0.1], [-0.1, 0.0, 0.0], [0.0, -0.1, 0.0], [0.1, 0.0, 0.0], [0.1, 0.0, 0.0], [0.0, 0.1, -0.1], [0.1, 0.0, -0.1], [0.0, -0.1, 0.0], [0.1, 0.0, 0.0], [-0.1, 0.1, 0.0], [0.0, 0.0, 0.0], [0.0, 0.0, 0.0], [0.0, 0.0, 0.0], [0.0, -0.1, 0.1], [-0.1, 0.0, 0.1], [-0.1, -0.1, 0.0], [0.0, -0.1, 0.0], [0.0, 0.0, 0.1], [0.0, 0.1, 0.1], [0.0, 0.0, -0.1], [-0.1, -0.3, 0.1]]
}

2.
{
  "formula": "C4H22NO8",
  "method": "ωB97M-V/def2-TZVPD",
  "multiplicity": 2,
  "s_squared": 0.76,
  "gap_ev": [9.8, 4.9],
  "homo_ev": [-9.562, -9.549],
  "lumo_energy_ev": [0.20, -4.68],
  "relative_energy_ev": 0.000,
  "total_charge": 0,
  "species": ["C", "O", "C", "C", "C", "O", "N", "H", "H", "H", "H", "H", "H", "H", "H", "H", "H", "H", "H", "O", "H", "H", "O", "H", "H", "O", "H", "H", "O", "H", "H", "O", "H", "H", "O"],
  "positions_angstrom": [[0.00617, -0.75088, -1.04388], [-0.43704, -0.03278, -2.12552], [-1.47334, -1.26249, -0.41603], [-1.35752, -2.08875, 0.87182], [-0.26125, -3.16665, 0.77322], [-1.06774, -1.15886, 1.90682], [-2.08097, -2.12064, -1.42242], [0.54547, -0.00962, -0.41391], [0.53313, -1.58281, -1.45549], [-2.19528, -0.42224, -0.33850], [-2.25968, -2.60870, 1.13460], [-0.52360, -3.95190, 0.08284], [0.76349, -2.82407, 0.79651], [-0.16134, -3.49008, 1.83798], [-0.13715, -0.90739, 1.80724], [-1.41879, -2.62863, -2.05063], [-2.54150, -1.55458, -2.12290], [1.55558, 2.10311, -1.50914], [0.61449, 3.34609, -1.84319], [0.71219, 2.39349, -1.92409], [-1.18169, 1.87605, 0.01546], [-1.33903, 1.29013, 1.43566], [-1.83305, 1.69407, 0.71207], [-0.11035, 0.91625, -2.01793], [2.91898, 1.82091, 0.53715], [2.08901, 1.56526, 0.12945], [1.12814, 1.00981, 2.94409], [1.39029, 0.86965, 1.33414], [1.18422, 0.38526, 2.22001], [0.81823, 2.96317, 0.67380], [-0.46127, 3.31462, 1.37818], [0.23570, 3.71938, 0.85534], [2.62373, -0.15799, -0.39756], [2.91260, -0.91076, -1.66783], [2.78909, -1.06237, -0.72680]],
  "forces_ev_per_a": [[-0.9, 2.1, -0.6], [0.4, 0.8, -0.1], [-2.7, -1.5, -2.0], [3.1, 0.8, 1.2], [-0.3, 0.5, 2.5], [-0.6, -1.0, -0.5], [2.0, 1.0, -1.3], [-0.2, -1.3, 0.5], [0.3, -1.1, 0.7], [1.0, -0.2, 0.5], [-0.8, 0.3, -0.3], [0.3, -0.3, -0.1], [0.4, 0.7, -1.5], [-0.9, -0.8, -0.7], [0.4, 0.6, 0.6], [-0.4, -0.3, 1.4], [-0.7, 0.2, 0.2], [-0.1, 0.5, 0.8], [0.0, -0.1, 0.3], [-0.3, -0.7, -0.9], [-0.1, 0.2, 0.3], [0.1, -0.3, 0.0], [0.0, 0.0, -0.3], [-0.4, 0.0, -0.4], [0.1, 0.0, 0.0], [-0.4, -0.3, -0.4], [0.0, 0.2, -0.1], [0.6, 0.2, 0.8], [-0.5, -0.4, -0.7], [0.6, -0.1, -0.2], [-0.3, 0.3, 0.0], [0.0, 0.0, 0.1], [0.0, 0.5, 0.4], [0.2, -0.1, -0.1], [0.0, -0.2, -0.3]]
}

3.
{
  "formula": "C13H41LiN4O13",
  "method": "ωB97M-V/def2-TZVPD",
  "gap_ev": 5.6,
  "homo_ev": -6.568,
  "lumo_energy_ev": -0.99,
  "total_charge": 0,
  "species": ["Li", "C", "O", "H", "H", "H", "C", "C", "O", "O", "H", "H", "H", "H", "H", "H", "C", "C", "O", "O", "H", "H", "H", "H", "H", "H", "C", "C", "O", "O", "H", "H", "H", "H", "H", "H", "C", "C", "O", "O", "H", "H", "H", "H", "H", "H", "C", "C", "O", "O", "H", "H", "H", "H", "H", "H", "C", "O", "N", "N", "H", "H", "H", "H", "C", "O", "N", "N", "H", "H", "H", "H"],
  "positions_angstrom": [[3.81619, -0.13423, 1.47248], [0.81142, -0.38908, -1.07950], [1.12163, -0.66581, 0.27434], [1.53989, 0.20615, -1.63007], [0.96516, -1.33982, -1.58995], [-0.07528, 0.21267, -1.27887], [-0.15073, 2.29244, 4.54866], [0.86846, 2.99952, 5.45737], [2.09676, 2.76113, 4.81521], [-0.12077, 0.89001, 4.87290], [-0.19885, 2.39074, 3.46416], [-1.09119, 2.70196, 4.91737], [0.78128, 2.78332, 6.52215], [0.70683, 4.06718, 5.30879], [2.68495, 3.37155, 5.26578], [0.75593, 0.55484, 4.67127], [1.85319, 5.89910, -0.42155], [0.30401, 5.68238, -0.45165], [-0.28560, 6.20047, 0.74747], [2.35244, 6.31264, 0.76719], [2.09217, 6.63014, -1.19394], [2.42209, 5.01445, -0.70766], [0.17932, 4.61473, -0.27089], [-0.02215, 5.83340, -1.48069], [-1.18032, 6.47668, 0.53586], [1.53075, 6.40746, 1.25445], [-3.79518, 0.48083, 1.65194], [-5.07712, 0.03662, 0.84079], [-6.14777, -0.37561, 1.54601], [-3.02541, -0.72042, 1.88113], [-3.90881, 1.07313, 2.55989], [-3.26553, 1.18796, 1.01355], [-4.72754, -0.67965, 0.09724], [-5.31220, 0.98108, 0.35006], [-6.52943, 0.39600, 1.97093], [-2.07355, -0.65021, 1.77803], [-3.94893, -2.83533, -3.81180], [-3.43478, -3.76479, -4.90233], [-2.87563, -4.94440, -4.25737], [-5.17145, -3.36899, -3.16988], [-4.25916, -1.90296, -4.28354], [-3.25314, -2.47154, -3.05574], [-2.51302, -3.46418, -5.40039], [-4.19307, -4.04448, -5.63368], [-3.58015, -5.59344, -4.19405], [-4.91549, -4.09031, -2.59040], [4.75152, -3.52802, 1.85518], [4.08133, -3.06776, 3.14446], [4.36505, -1.76758, 3.52068], [4.51786, -2.68962, 0.78106], [4.33011, -4.53033, 1.77828], [5.80919, -3.79153, 1.85343], [4.52434, -3.67455, 3.93418], [3.04414, -3.38146, 3.26249], [4.64849, -1.74290, 4.43754], [3.60941, -2.92969, 0.58435], [-0.46616, -6.09274, 0.47839], [-0.14309, -7.29748, 0.31160], [-0.24945, -5.46590, 1.54543], [-0.86008, -5.29782, -0.48687], [-0.47348, -4.48416, 1.62339], [0.18480, -5.89048, 2.35245], [-0.93105, -5.51443, -1.47082], [-0.63547, -4.32141, -0.35924], [1.79452, 3.71680, -5.67397], [0.64562, 4.05524, -5.40861], [2.54835, 2.99085, -4.82421], [2.44251, 4.12067, -6.76723], [3.46087, 2.70733, -5.15136], [2.10418, 2.65432, -3.98186], [1.81596, 4.47336, -7.47656], [3.33029, 3.72597, -7.04324]],
  "forces_ev_per_a": [[-1.0, -0.9, -0.2], [1.8, -0.6, 1.3], [0.6, 0.9, -0.1], [0.9, 0.7, 0.0], [-1.2, -0.3, -0.8], [-0.9, -0.6, 0.1], [-0.8, -0.9, 2.4], [-1.0, 1.1, -3.1], [1.4, -0.3, 1.0], [-0.5, 0.2, -0.1], [1.0, 0.6, 0.1], [-0.5, -0.5, -0.1], [0.1, -0.6, -0.1], [-0.4, 0.4, 0.4], [0.7, -0.2, -0.3], [0.1, 0.1, -0.2], [-0.2, 0.1, -2.7], [1.8, -2.9, 1.0], [-0.3, 1.1, -1.1], [-0.1, 0.5, 2.0], [0.1, 0.3, -0.2], [-0.5, -0.5, -0.3], [0.0, -0.4, -0.6], [-0.8, 1.0, 0.5], [-0.1, 0.2, 0.2], [0.1, 0.5, 1.1], [0.6, -1.4, -1.0], [2.9, 2.7, -0.1], [-1.7, -1.2, 1.3], [-0.6, 0.2, 0.3], [-0.7, -0.4, 0.4], [0.3, -0.2, -0.5], [-0.3, -0.2, 0.2], [-0.3, 0.1, -0.7], [-0.1, -0.2, 0.1], [0.1, 0.6, -0.1], [-1.7, 0.4, -0.3], [1.5, -1.0, 1.4], [-0.7, -0.3, -0.1], [1.3, 0.6, -0.9], [-0.4, 0.0, -0.2], [0.4, -0.8, 0.0], [-0.5, 1.1, -0.3], [-0.1, 0.2, 0.1], [0.0, -0.2, 0.1], [0.2, 0.0, 0.1], [0.2, -1.2, 1.4], [1.5, -2.1, 1.3], [-0.2, 2.2, -0.5], [-0.8, 0.5, -0.5], [-0.4, -0.2, -0.8], [0.3, 0.8, 0.7], [0.3, -0.6, -0.1], [-0.5, 0.7, -0.8], [-0.1, 0.1, -0.1], [-0.5, 0.7, -1.0], [1.9, -6.1, -4.0], [-1.1, 1.2, 0.3], [1.0, 3.4, 6.6], [-1.4, 2.8, -3.1], [0.0, -0.2, 0.2], [-0.3, -0.2, -0.4], [0.1, -0.8, 0.5], [-0.3, 0.0, -0.1], [-1.4, 0.3, 1.6], [0.2, -0.2, -0.3], [0.5, -0.5, 0.3], [0.4, 0.6, -1.9], [-0.3, -0.3, 0.7], [0.4, -0.1, -0.2], [0.4, 0.0, -0.1], [-0.4, 0.1, -0.1]]
}

4.
{
  "formula": "C4H12BF4KO2",
  "method": "ωB97M-V/def2-TZVPD",
  "gap_ev": 9.9,
  "homo_ev": -10.668,
  "lumo_energy_ev": -0.73,
  "relative_energy_ev": 1.105,
  "total_charge": 0,
  "species": ["K", "B", "F", "F", "F", "F", "C", "C", "O", "H", "H", "H", "H", "H", "H", "C", "C", "O", "H", "H", "H", "H", "H", "H"],
  "positions_angstrom": [[-1.81557, -18.55275, 12.53433], [-4.94374, -18.94162, 10.00532], [-4.67706, -19.11978, 8.66982], [-5.64666, -20.02484, 10.49080], [-3.78781, -18.85932, 10.67443], [-5.65352, -17.78987, 10.21741], [1.03491, -20.26131, 10.19805], [-0.00487, -21.33592, 10.38451], [-1.14805, -20.73592, 10.87142], [0.73204, -19.50249, 9.47654], [2.01329, -20.65360, 9.92060], [1.11746, -19.69703, 11.12696], [0.47766, -22.05746, 11.04379], [-0.32971, -21.84372, 9.47637], [-1.91622, -21.02886, 10.37573], [-4.82041, -15.71165, 12.64006], [-4.49178, -16.87248, 13.56772], [-3.21435, -16.76357, 14.02105], [-4.49919, -14.70289, 12.89954], [-5.90787, -15.76610, 12.58942], [-4.51545, -15.96270, 11.62415], [-4.58660, -17.80110, 13.00489], [-5.19063, -16.83552, 14.40339], [-3.21298, -15.93337, 14.50310]],
  "forces_ev_per_a": [[-0.4, -0.1, -0.5], [-2.2, -0.6, -1.4], [0.3, -0.1, -1.2], [-0.6, -1.0, 0.5], [3.9, 0.3, 2.3], [-0.8, 1.4, 0.3], [0.1, 0.6, -0.5], [1.1, -0.3, -1.1], [-1.4, 0.7, 1.5], [0.0, -0.2, -0.3], [0.0, 0.0, 0.1], [0.3, -0.2, 0.3], [-0.6, -0.4, 0.4], [0.8, -0.1, -0.3], [-0.2, 0.1, 0.1], [-1.2, -1.0, -0.9], [-2.0, 0.9, -1.1], [2.8, -0.1, 1.3], [0.1, -0.2, 0.4], [-0.2, 0.6, -0.2], [0.3, 0.2, 0.0], [-0.3, -0.1, 0.1], [-0.2, -0.5, 0.1], [0.6, 0.0, 0.1]]
}